Here is a cluster of 2 separate species, C7H21N2Si in total from the Open Molecules 2025 dataset. Energies are from ωB97M-V/def2-TZVPD.

Bonds (Å) are listed after each position.
Geometry (Å):
1 C 1.3309 0.0391 1.8242  C5 1.517, H11 1.029, H12 1.096, H13 1.119
2 C 1.2108 -4.2132 0.1895  C6 1.529, H14 0.997, H15 1.156, H16 1.109
3 C 0.1894 3.2256 -0.5841  N9 1.556, H17 1.082, H18 1.143, H19 1.165
4 C -1.8825 3.6137 -1.9021  N9 1.518, H20 1.144, H21 1.178, H22 1.088
5 C 0.2554 -1.0283 1.8953  C1 1.517, N8 1.454, H23 1.035, H24 1.175
6 C 1.3331 -3.1203 1.2516  C2 1.529, N8 1.492, H25 1.168, H26 1.086
7 C -1.0372 1.2401 -1.4707  N9 1.479, H27 1.133, H28 1.052
8 N 0.2550 -2.1340 0.9503  C5 1.454, C6 1.492, Si10 1.682
9 N -1.1913 2.6266 -0.9792  C3 1.556, C4 1.518, C7 1.479, H29 1.086
10 Si -0.5789 -1.9704 -0.5018  N8 1.682, H30 1.408, H31 1.498
11 H 1.0083 0.9292 2.2269  C1 1.029
12 H 2.2264 -0.1772 2.4188  C1 1.096
13 H 1.5635 0.1318 0.7339  C1 1.119
14 H 1.5645 -3.9811 -0.7129  C2 0.997
15 H 1.7917 -5.0998 0.6520  C2 1.156
16 H 0.1424 -4.5075 0.1394  C2 1.109
17 H 0.8244 3.2288 -1.4606  C3 1.082
18 H 0.0860 4.3475 -0.3888  C3 1.143
19 H 0.5214 2.6517 0.3739  C3 1.165
20 H -1.8806 4.6474 -1.4120  C4 1.144
21 H -1.3578 3.5436 -2.9547  C4 1.178
22 H -2.9502 3.4563 -2.0432  C4 1.088
23 H 0.3118 -1.4603 2.8340  C5 1.035
24 H -0.7546 -0.4623 1.6959  C5 1.175
25 H 1.0829 -3.4948 2.3291  C6 1.168
26 H 2.3217 -2.6740 1.3149  C6 1.086
27 H -2.0568 0.8144 -1.7227  C7 1.133
28 H -0.5410 1.2625 -2.3977  C7 1.052
29 H -1.9177 2.6402 -0.1720  N9 1.086
30 H -1.9677 -1.8349 -0.3154  Si10 1.408
31 H 0.0966 -2.2406 -1.8117  Si10 1.498

## Properties
**Energy above the lowest of the compared OMol25 structures with the same formula, charge and spin**: 102.6 kcal/mol
**Net charge**: +1
**Orbital gap**: 6.86 eV
**Strongest force on any atom**: 6.2 eV/Å
**HOMO energy**: -10.863 eV
**E_tot**: -677.88592 hartree
**Lowest unoccupied orbital energy**: -4.00 eV